No. 1
109
Properties=species:S:1:pos:R:3:forces:R:3 method="wB97M-V/def2-TZVPD" lumo_energy_ev=1.7 total_energy_ev=-288416.06692 fmax_ev_per_a=2.02 total_charge=-1 homo_lumo_gap_ev=5.3
C -1.032 -2.748 1.487 0.452 0.381 0.398
C 0.138 -2.157 1.160 -0.970 0.859 -0.243
P 0.944 -1.979 -0.573 -0.166 -0.167 0.849
Br -0.325 -3.988 -1.223 -0.198 -0.102 -0.047
C 2.413 -2.975 0.134 -0.320 -0.547 0.538
N 2.677 -4.223 -0.580 0.398 0.533 0.222
P 1.843 -1.970 -2.759 -0.477 0.507 -0.527
O 1.516 -3.402 -3.505 0.233 -0.231 0.252
I 4.358 -2.014 -2.595 0.354 -0.086 0.070
O 1.673 -0.475 -0.202 -0.490 -0.042 -0.144
C 0.914 0.697 -0.401 1.013 0.286 -0.391
C 0.796 1.585 0.869 0.257 -0.340 -0.009
C 1.050 0.920 2.207 -0.508 0.591 0.285
F 2.367 0.554 2.385 0.174 -0.270 -0.046
P 2.053 1.850 -1.451 -0.592 1.100 -0.213
O 2.325 1.017 -2.805 0.282 -0.105 0.332
Br 4.031 1.609 -0.341 0.028 -0.227 0.068
C -0.483 0.283 -1.010 0.241 -1.979 0.299
C -1.658 0.288 0.015 -0.026 1.269 -0.473
C -2.532 1.558 0.140 -0.111 -0.197 0.667
C -4.017 1.225 0.050 -0.265 -0.408 0.018
C -4.511 0.256 1.152 -0.389 0.526 -0.040
C -5.499 -0.784 0.622 0.181 -0.343 0.531
C -4.842 -2.008 -0.045 -0.258 0.125 -0.159
C -5.352 -2.295 -1.450 0.536 -0.241 0.255
O -4.562 -3.324 -2.032 -0.455 -0.171 -0.238
C -3.758 -2.928 -3.111 0.356 0.218 -0.036
P -1.012 0.963 -2.633 -0.259 1.213 -0.004
O -0.277 0.141 -3.782 -0.310 -0.313 0.200
O -2.555 0.504 -2.746 0.259 -0.392 -0.152
S -0.874 2.878 -2.870 -0.009 -0.053 0.086
O -0.378 -1.119 -1.323 0.305 0.527 -0.308
H -1.993 -2.417 1.108 0.077 -1.154 -1.259
H -1.013 -3.590 2.181 -0.450 0.880 1.106
H 0.743 -1.797 1.993 1.110 -1.476 -0.138
H 2.184 -3.201 1.179 0.003 0.158 0.035
H 3.295 -2.337 0.163 -0.134 0.216 -0.285
H 3.685 -4.316 -0.631 -0.007 -0.002 -0.351
H 2.385 -4.985 0.016 -0.275 -0.157 -0.306
H 1.894 -3.351 -4.389 -0.045 0.035 -0.118
H -0.186 2.054 0.918 -0.005 0.035 -0.064
H 1.519 2.405 0.802 -0.062 0.062 0.026
H 0.842 1.664 2.984 -0.068 0.020 0.017
H 0.390 0.076 2.394 0.167 -0.208 -0.120
H 3.264 1.050 -3.052 -0.048 -0.106 -0.231
H -1.229 0.052 0.983 -0.003 -0.323 -0.062
H -2.280 -0.544 -0.300 0.026 -0.041 0.074
H -2.385 1.967 1.148 0.088 0.163 -0.077
H -2.246 2.347 -0.554 -0.074 -0.071 -0.123
H -4.263 0.767 -0.912 0.280 0.123 -0.125
H -4.626 2.130 0.114 0.163 -0.031 -0.114
H -3.697 -0.212 1.714 0.091 -0.170 -0.260
H -5.041 0.858 1.887 0.087 -0.026 0.117
H -6.229 -0.292 -0.030 0.118 -0.002 -0.146
H -6.078 -1.153 1.474 -0.092 0.044 -0.040
H -3.758 -1.916 -0.132 -0.010 0.148 0.121
H -5.028 -2.881 0.583 0.157 -0.121 -0.109
H -6.383 -2.661 -1.421 -0.098 0.224 -0.104
H -5.280 -1.381 -2.050 -0.209 -0.004 -0.060
H -3.451 -3.812 -3.666 -0.003 -0.076 0.103
H -2.834 -2.442 -2.763 0.029 -0.061 0.038
H -4.283 -2.257 -3.803 -0.108 -0.010 0.054
H -0.691 0.391 -4.620 0.248 0.066 -0.112
H -2.576 -0.466 -2.816 -0.163 -0.025 0.123
C -7.879 4.699 3.881 0.076 0.034 -0.023
C -7.370 5.895 3.064 -0.013 -0.058 -0.004
C -6.148 5.419 2.269 -0.144 0.276 0.060
S -6.384 3.655 1.995 -0.231 0.317 0.091
O -5.356 2.950 2.713 0.051 0.002 -0.002
O -6.643 3.411 0.601 0.077 -0.122 -0.012
C -7.914 3.517 2.918 -0.146 0.090 0.197
H -8.862 4.890 4.311 0.001 0.003 0.008
H -7.188 4.490 4.700 -0.011 -0.030 0.004
H -8.152 6.226 2.378 -0.002 -0.020 -0.011
H -7.115 6.741 3.702 0.000 0.006 -0.004
H -6.063 5.911 1.303 0.084 -0.090 -0.042
H -5.224 5.540 2.830 0.026 -0.103 -0.015
H -7.946 2.549 3.412 0.081 -0.051 -0.091
H -8.734 3.605 2.206 0.027 -0.020 -0.037
C 4.913 -5.807 4.236 0.062 -0.030 -0.062
C 6.410 -5.751 3.896 -0.046 0.008 -0.014
C 6.537 -5.842 2.370 0.156 -0.064 0.292
S 5.014 -5.145 1.700 0.230 0.022 0.364
O 4.298 -6.204 1.037 0.062 -0.022 -0.080
O 5.317 -3.896 1.059 0.014 -0.082 -0.194
C 4.229 -4.835 3.280 -0.043 -0.053 0.245
H 4.724 -5.539 5.275 -0.003 -0.007 0.004
H 4.534 -6.818 4.073 -0.028 0.009 -0.002
H 6.827 -4.805 4.246 -0.018 0.016 -0.013
H 6.965 -6.553 4.382 0.006 0.004 0.005
H 7.376 -5.269 1.984 -0.054 0.013 -0.108
H 6.602 -6.873 2.028 -0.083 0.011 -0.058
H 3.158 -4.991 3.180 0.005 0.034 -0.124
H 4.434 -3.799 3.547 -0.013 0.023 -0.064
C 7.513 4.875 -3.150 -0.095 0.034 -0.036
C 6.131 5.344 -2.670 0.044 -0.046 0.021
C 5.091 4.792 -3.652 -0.023 0.231 0.166
S 5.795 3.278 -4.325 0.032 0.215 0.258
O 6.030 3.459 -5.736 -0.041 -0.075 -0.023
O 5.060 2.152 -3.825 -0.167 -0.310 -0.217
C 7.361 3.391 -3.464 0.202 0.120 0.119
H 8.282 5.045 -2.398 0.001 -0.001 0.002
H 7.798 5.420 -4.054 0.019 -0.019 -0.009
H 5.940 4.948 -1.672 -0.010 -0.036 -0.014
H 6.072 6.430 -2.610 -0.007 0.002 -0.002
H 4.149 4.546 -3.167 -0.023 -0.094 -0.074
H 4.915 5.468 -4.486 0.028 -0.066 -0.064
H 8.146 2.989 -4.100 -0.079 -0.060 -0.063
H 7.274 2.798 -2.554 -0.063 -0.036 -0.024

No. 2
99
Properties=species:S:1:pos:R:3:forces:R:3 method="wB97M-V/def2-TZVPD" lumo_energy_ev=0.5 total_energy_ev=-125762.22303 fmax_ev_per_a=0.43 smiles="CC(=O)N(C)CCCC[C@@H]1OC(=O)[C@H](CN)[C@H]1Br.CNC(C)=O.CNC(C)=O.CNC(C)=O.CNC(C)=O.CNC(C)=O" e_above_lowest_kj_mol=0.0 homo_lumo_gap_ev=9.4
C 2.739 -1.389 2.482 0.013 -0.033 -0.031
C 1.994 -0.078 2.674 0.098 -0.074 -0.173
O 1.729 0.316 3.774 -0.131 0.041 0.234
N 1.595 0.649 1.506 0.253 -0.342 -0.048
C 2.724 0.832 0.585 -0.108 0.183 0.024
C 0.457 -0.026 0.865 -0.132 0.193 0.004
C -0.488 0.969 0.185 0.028 -0.025 -0.184
C -1.963 0.526 0.178 0.004 -0.083 0.046
C -2.858 1.570 0.846 -0.022 0.062 -0.079
C -4.378 1.311 0.932 0.211 0.009 -0.066
O -4.717 1.018 2.314 0.387 -0.041 -0.051
C -4.426 -0.304 2.491 -0.004 0.104 -0.136
O -3.945 -0.746 3.487 -0.157 -0.087 0.173
C -4.847 -1.044 1.228 -0.128 0.083 0.003
C -4.084 -2.324 0.912 0.039 -0.083 -0.106
N -4.984 -3.407 0.496 -0.071 0.187 -0.080
C -4.880 0.078 0.181 -0.415 -0.121 -0.030
Br -6.728 0.345 -0.433 0.004 0.106 -0.112
H 3.725 -1.311 2.943 -0.004 -0.031 0.008
H 2.176 -2.164 3.004 0.048 0.001 0.029
H 2.856 -1.678 1.440 0.003 0.050 -0.003
H 3.663 0.841 1.141 -0.008 0.024 0.000
H 2.787 0.056 -0.185 0.034 0.020 0.013
H 2.636 1.805 0.098 -0.015 -0.065 -0.092
H 0.821 -0.758 0.128 -0.072 -0.082 0.074
H -0.096 -0.582 1.628 0.000 0.109 0.069
H -0.375 1.927 0.697 -0.082 -0.049 0.062
H -0.166 1.129 -0.847 0.088 0.086 0.045
H -2.054 -0.428 0.708 -0.010 0.025 -0.030
H -2.292 0.341 -0.847 0.011 0.013 0.020
H -2.510 1.701 1.874 -0.010 0.113 -0.034
H -2.719 2.529 0.338 0.035 -0.036 -0.005
H -4.879 2.226 0.636 -0.294 -0.107 0.107
H -5.886 -1.312 1.448 0.095 -0.136 0.079
H -3.546 -2.617 1.816 -0.004 -0.039 -0.012
H -3.334 -2.121 0.139 0.017 0.055 0.068
H -5.899 -3.077 0.207 0.029 -0.062 -0.020
H -4.607 -3.937 -0.278 0.039 -0.051 0.090
H -4.349 -0.139 -0.737 0.165 -0.035 0.092
C 6.386 0.973 -1.457 0.103 -0.059 0.009
C 5.139 0.852 -2.299 0.082 0.027 -0.043
O 4.312 -0.027 -2.110 -0.014 -0.011 -0.007
N 4.970 1.766 -3.290 -0.032 0.015 -0.011
C 5.861 2.842 -3.674 -0.022 -0.016 0.005
H 6.386 0.168 -0.728 -0.048 0.002 -0.003
H 7.287 0.904 -2.070 0.009 0.046 -0.002
H 6.419 1.930 -0.935 -0.011 0.004 -0.001
H 4.116 1.644 -3.810 0.014 -0.016 -0.002
H 5.371 3.812 -3.573 0.003 0.003 0.018
H 6.189 2.727 -4.708 0.016 -0.008 0.003
H 6.746 2.838 -3.046 0.019 0.002 -0.026
C 9.572 0.653 -6.221 0.009 0.030 0.025
C 9.201 0.388 -4.779 -0.021 -0.058 -0.041
O 9.382 1.223 -3.907 -0.094 0.028 0.058
N 8.653 -0.820 -4.484 -0.013 0.019 0.033
C 8.361 -1.917 -5.383 0.001 0.008 0.015
H 9.991 1.652 -6.277 -0.002 -0.003 0.008
H 10.311 -0.067 -6.576 -0.009 -0.006 -0.008
H 8.698 0.592 -6.870 0.004 -0.011 -0.006
H 8.438 -0.942 -3.507 0.005 -0.002 -0.007
H 7.296 -2.154 -5.378 -0.004 0.012 -0.008
H 8.915 -2.814 -5.101 0.014 0.004 -0.009
H 8.643 -1.652 -6.397 -0.006 -0.016 -0.007
C -9.424 -3.762 -2.803 0.000 -0.017 0.054
C -8.059 -3.470 -2.222 0.012 0.079 -0.083
O -7.847 -3.524 -1.023 0.034 -0.006 0.077
N -7.066 -3.134 -3.089 0.028 -0.043 0.024
C -7.136 -3.013 -4.529 0.005 0.022 0.021
H -10.089 -4.002 -1.979 0.008 0.000 0.001
H -9.815 -2.898 -3.341 0.004 -0.004 -0.011
H -9.387 -4.608 -3.491 -0.002 0.009 -0.012
H -6.189 -2.933 -2.636 -0.014 0.031 0.004
H -6.443 -3.700 -5.016 -0.011 -0.013 0.001
H -6.898 -1.997 -4.850 -0.017 0.006 0.001
H -8.139 -3.247 -4.872 0.005 0.001 -0.018
C -5.434 4.776 2.247 0.001 -0.016 -0.020
C -5.502 5.071 0.766 -0.031 -0.023 0.054
O -5.357 4.196 -0.075 0.059 0.055 -0.018
N -5.738 6.354 0.390 0.005 0.028 -0.018
C -5.939 7.512 1.235 0.000 -0.022 -0.029
H -5.250 3.715 2.385 -0.001 0.003 -0.006
H -4.631 5.342 2.723 -0.009 0.005 0.009
H -6.371 5.036 2.740 0.008 0.012 0.009
H -5.776 6.481 -0.609 -0.001 -0.013 0.005
H -6.922 7.955 1.066 -0.008 -0.007 0.014
H -5.180 8.273 1.044 0.010 -0.004 0.013
H -5.873 7.225 2.279 -0.002 0.018 0.006
C 4.649 -3.890 7.851 0.013 -0.032 -0.012
C 4.501 -4.048 6.354 -0.005 0.029 0.034
O 4.901 -5.042 5.771 0.002 -0.004 -0.005
N 3.902 -3.034 5.676 -0.007 0.015 -0.031
C 3.374 -1.787 6.194 0.014 -0.061 -0.070
H 5.142 -4.779 8.231 -0.002 0.001 -0.008
H 5.248 -3.012 8.098 -0.010 0.006 0.005
H 3.676 -3.783 8.334 0.002 0.013 0.003
H 3.829 -3.203 4.685 0.000 -0.011 0.012
H 2.309 -1.693 5.981 -0.005 0.027 0.019
H 3.881 -0.933 5.743 -0.013 0.029 0.033
H 3.517 -1.742 7.269 -0.009 0.015 0.003